## one
The following is a DFT calculation (ωB97M-V with the def2-TZVPD basis set) of 2 unconnected molecules or ions with the total composition C5H8OS.

Positions of all 15 atoms, in Å:
1 C -0.21985 -2.54126 1.07083
2 C 0.54241 -1.70044 0.63118
3 C 1.35606 -0.74830 0.00863
4 C 2.04410 0.16046 0.66527
5 H -0.61967 -3.36662 1.69089
6 H 1.46317 -0.83156 -1.11604
7 H 1.92672 0.25838 1.71184
8 H 2.62109 0.96388 0.19397
9 C -1.61954 0.99458 -1.56032
10 S -0.81127 2.10349 -0.33420
11 O -1.03269 1.33634 1.08276
12 H -2.06254 0.09430 -1.15088
13 H -0.96221 0.70436 -2.28813
14 H -2.40802 1.64698 -2.02617
15 H -0.21776 0.92541 1.42038

The value obtained for the LUMO energy is 0.51 eV. Its HOMO-LUMO gap is 8.884 eV. As for the net charge: 0. The highest occupied orbital energy is -8.37 eV. As for the SMILES: C#CC=C.CSO.

Here are the Mulliken charges for atoms 1 to 8, given in e: C 0.032; C -0.156; C -0.342; C -0.831; H 0.385; H 0.250; H 0.401; H 0.261

***

## two
The following is a DFT calculation (ωB97M-V with the def2-TZVPD basis set) of C5H8OS in the gas phase.

Positions of all 15 atoms, in Å:
1 O 1.96301 0.01111 -0.78123
2 C 0.68953 -0.07891 -0.20564
3 C -0.14544 1.27384 -0.20966
4 C -1.54982 0.79300 0.16496
5 S -1.83919 -0.72357 -0.57750
6 C -0.10848 -1.26283 -0.54764
7 C 0.45482 -1.30307 0.72108
8 H 2.48830 0.30060 0.11058
9 H 0.16276 1.91542 0.64158
10 H 0.18457 1.81583 -1.07780
11 H -1.58749 0.71472 1.30603
12 H -2.28935 1.52445 -0.39180
13 H 0.30422 -1.78574 -1.50363
14 H 1.45480 -1.80296 0.63957
15 H -0.18224 -1.39190 1.71109

The value obtained for the LUMO energy is 0.76 eV. Its HOMO-LUMO gap is 9.223 eV. As for the net charge: 0. The highest occupied orbital energy is -8.46 eV. As for the SMILES: O[C@@]12CCS[C@@H]1C2.

Here are the Mulliken charges for atoms 1 to 8, given in e: O -0.557; C 0.314; C -0.762; C -0.464; S -0.226; C 0.049; C -0.791; H 0.417

***

## three
The following is a DFT calculation (ωB97M-V with the def2-TZVPD basis set) of 2 unconnected molecules or ions with the total composition C5H8OS.

Positions of all 15 atoms, in Å:
1 C 0.32069 -2.11165 0.53042
2 C -0.85968 -1.52572 0.39524
3 C 0.08211 1.98716 0.60285
4 C 0.13121 1.19595 -0.59972
5 C -1.09664 -0.80835 -0.82992
6 O 2.54763 1.74147 -0.51369
7 S 1.66536 0.86748 0.29506
8 H 0.62911 -2.60161 1.47917
9 H 0.97885 -1.99041 -0.33910
10 H -1.76593 -1.53074 1.09345
11 H -0.05794 3.04317 0.57754
12 H -0.31039 1.46868 1.61678
13 H 0.31315 1.66708 -1.57803
14 H -0.53174 -1.06317 -1.72030
15 H -2.04581 -0.33934 -1.00975

The value obtained for the LUMO energy (spin up / spin down) is -0.20 / -0.20 eV. Its HOMO-LUMO gap (spin up / spin down) is 7.567 / 7.565 eV. As for the net charge: 0. The highest occupied orbital energy (spin up / spin down) is -7.76 / -7.76 eV.

Here are the Mulliken charges for atoms 1 to 8, given in e: C -0.847; C 0.244; C -0.690; C -0.083; C -0.854; O -0.607; S 0.449; H 0.242

***

Short version: three is the least stable of them.

***

## one
The following is a DFT calculation (ωB97M-V with the def2-TZVPD basis set) of C5H8P2 in the gas phase.

Positions of all 15 atoms, in Å:
1 C -0.20182 0.85027 -0.22378
2 C 1.17517 -0.68100 -0.08830
3 C -1.41680 0.35899 -0.09694
4 C 2.64381 -0.43158 0.15635
5 C -2.52340 1.29090 -0.25055
6 P -1.80305 -1.46072 0.03619
7 P 0.17548 -1.97121 0.37889
8 H 0.41491 1.70264 -0.17578
9 H 2.77476 0.48577 0.66551
10 H 3.29892 -0.32133 -0.81558
11 H 3.04775 -1.32755 0.73504
12 H -2.47467 1.85815 -1.23066
13 H -2.34736 2.12016 0.53420
14 H -3.40579 0.70912 0.04047
15 H 0.64209 -3.18261 0.33493

The value obtained for the LUMO energy (spin up / spin down) is 0.02 / 0.02 eV. Its HOMO-LUMO gap (spin up / spin down) is 7.209 / 7.210 eV. As for the net charge: 0. The highest occupied orbital energy (spin up / spin down) is -7.19 / -7.19 eV.

Here are the Mulliken charges for atoms 1 to 8, given in e: C -0.635; C 0.133; C 0.438; C -0.832; C -1.098; P -0.152; P 0.016; H 0.362

***

## two
The following is a DFT calculation (ωB97M-V with the def2-TZVPD basis set) of C5H8P2 in the gas phase.

Positions of all 15 atoms, in Å:
1 C -0.49032 -1.81934 -0.19792
2 P -0.39172 -0.44989 -1.45504
3 C -1.61116 0.64814 -0.84610
4 C -1.03652 1.83390 -0.43915
5 C 0.35032 1.73207 -0.22382
6 C 0.84342 0.52433 -0.49855
7 P 2.57820 0.00775 -0.43532
8 H -1.52651 -2.26633 -0.46303
9 H -0.16841 -1.44020 0.76160
10 H 0.34655 -2.60840 -0.51146
11 H -2.64909 0.64132 -1.14214
12 H -1.59810 2.65267 0.02480
13 H 0.75030 2.51570 0.41650
14 H 2.56440 -0.28713 0.88040
15 H 2.90261 1.34950 -0.14226

The value obtained for the LUMO energy is 0.17 eV. Its HOMO-LUMO gap is 8.728 eV. As for the net charge: 0. The highest occupied orbital energy is -8.55 eV. As for the SMILES: CP1=CC=CC=1P.

Here are the Mulliken charges for atoms 1 to 8, given in e: C -0.946; P -0.031; C -0.290; C -0.511; C -0.001; C -0.059; P -0.119; H 0.315

***

Short version: one is the least stable of them.

***

## one
The following is a DFT calculation (ωB97M-V with the def2-TZVPD basis set) of C5H8P2 in the gas phase.

Positions of all 15 atoms, in Å:
1 C -1.23927 2.06545 1.03518
2 C -0.60719 1.01506 1.26252
3 P -1.01772 -0.66403 0.74687
4 C 0.33924 -0.84282 -0.45686
5 C -0.01353 -0.52770 -1.91445
6 C 1.50039 -1.27723 -0.01118
7 P 2.74035 -1.50940 1.03661
8 H -0.83739 2.98697 1.48642
9 H -2.17604 2.01607 0.56066
10 H 0.37879 1.00000 1.70248
11 H -1.98689 0.01535 -0.08339
12 H -0.92995 -1.10222 -2.14662
13 H -0.00501 0.64017 -1.91955
14 H 0.83626 -0.91792 -2.51177
15 H 3.01794 -2.89774 1.21309

The value obtained for the LUMO energy is 0.04 eV. Its HOMO-LUMO gap is 8.777 eV. As for the net charge: 0. The highest occupied orbital energy is -8.73 eV. As for the SMILES: C=CPC(C)=C=P.

Here are the Mulliken charges for atoms 1 to 8, given in e: C -0.488; C -0.258; P -0.048; C 0.670; C -1.112; C -0.260; P -0.245; H 0.236

***

## two
The following is a DFT calculation (ωB97M-V with the def2-TZVPD basis set) of 2 unconnected molecules or ions with the total composition C5H8P2.

Positions of all 15 atoms, in Å:
1 C -0.42344 1.80695 0.03956
2 C 0.89812 1.32548 0.31098
3 C -1.08208 1.15940 -0.97322
4 C 1.09910 0.07919 -0.19650
5 C -1.74305 -1.58503 0.38049
6 P -0.19647 -0.34998 -1.34941
7 P 2.73752 -0.69519 -0.33227
8 H -0.74118 2.75298 0.52927
9 H 1.43388 1.77018 1.08088
10 H -1.98456 1.57378 -1.52840
11 H -2.36864 -1.72934 -0.42217
12 H -1.60740 -0.73850 1.03816
13 H -1.31519 -2.54724 0.67972
14 H 2.20398 -1.93669 -0.39888
15 H 3.08940 -0.88598 1.14180

The value obtained for the LUMO energy (spin up / spin down) is -1.07 / -1.05 eV. Its HOMO-LUMO gap (spin up / spin down) is 7.171 / 7.192 eV. As for the net charge: 0. The highest occupied orbital energy (spin up / spin down) is -8.24 / -8.24 eV.

Here are the Mulliken charges for atoms 1 to 8, given in e: C -0.255; C -0.557; C -0.391; C 0.295; C -0.895; P -0.145; P -0.096; H 0.327

***

Short version: two is the least stable of them.

***

## one
The following is a DFT calculation (ωB97M-V with the def2-TZVPD basis set) of a molecular structure, C18H22F6IrN3O10S2.

Positions of all 62 atoms, in Å:
1 Ir -0.18856 -0.17462 -0.87688
2 C -2.05413 0.48857 6.69682
3 O -1.94432 0.98433 5.37176
4 C -1.62505 0.11888 4.38715
5 C -1.35221 -1.24628 4.62197
6 C -1.02741 -2.03187 3.55113
7 C -0.97053 -1.53894 2.22889
8 C -0.63545 -2.41997 1.15525
9 C -0.14741 -3.82117 1.37809
10 O -0.70988 -2.07441 -0.05058
11 C -1.22936 -0.15328 2.01817
12 O -1.14667 0.45270 0.85605
13 C -1.55984 0.64678 3.11666
14 H -2.36499 1.33194 7.30561
15 H -1.09318 0.11656 7.05809
16 H -2.80433 -0.30192 6.76315
17 H -1.39096 -1.67014 5.61267
18 H -0.81341 -3.07534 3.73239
19 H -0.67387 -4.34951 2.16886
20 H 0.90808 -3.76251 1.65818
21 H -0.23536 -4.37342 0.44692
22 H -1.74201 1.69982 2.95612
23 C -2.81463 3.12148 -2.23568
24 C -2.08738 1.83655 -2.02270
25 N -0.96123 1.77715 -1.40580
26 O -0.48144 2.97102 -0.90598
27 C -2.65229 0.58384 -2.52228
28 C -3.86465 0.54149 -3.39337
29 N -2.01718 -0.50768 -2.17712
30 O -2.32332 -1.65610 -2.56584
31 H -2.52834 3.85808 -1.49137
32 H -3.88954 2.95491 -2.20276
33 H -2.57063 3.52139 -3.22281
34 H 0.22133 2.72096 -0.27850
35 H -3.79887 1.26133 -4.21133
36 H -4.77601 0.76260 -2.83176
37 H -3.96002 -0.45869 -3.80916
38 F 4.81321 -0.21341 -1.41638
39 C 3.98439 -0.90296 -0.64432
40 F 4.66949 -1.52299 0.30438
41 F 3.36290 -1.82068 -1.40053
42 S 2.69994 0.18559 0.08260
43 O 2.02707 0.78794 -1.08633
44 O 1.81402 -0.71055 0.80418
45 N 3.57975 1.12711 0.93106
46 S 2.97783 2.54637 1.39538
47 O 3.54592 2.91849 2.64464
48 O 1.55221 2.62242 1.19601
49 C 3.71552 3.71119 0.14208
50 F 4.86866 3.24282 -0.32716
51 F 2.87570 3.87659 -0.87629
52 F 3.93060 4.88756 0.72235
53 C 2.01987 -1.24369 -4.80327
54 C 1.04026 -1.41207 -3.68465
55 C 0.64827 -2.78699 -3.23810
56 O 0.60046 -0.42109 -3.11722
57 H 1.84901 -1.96562 -5.60050
58 H 3.01453 -1.44127 -4.39114
59 H 1.99378 -0.22480 -5.17917
60 H 0.62803 -3.48579 -4.07297
61 H -0.31520 -2.74728 -2.72946
62 H 1.40884 -3.14140 -2.53523

The value obtained for the LUMO energy (spin up / spin down) is -0.05 / -2.03 eV. Its HOMO-LUMO gap (spin up / spin down) is 7.708 / 5.972 eV. As for the multiplicity: 5. As for the net charge: 0. The highest occupied orbital energy (spin up / spin down) is -7.76 / -8.00 eV. Its expectation value of S² is 6.016.

Here are the Mulliken charges for atoms 1 to 8, given in e: Ir 2.987; C -0.911; O -0.439; C 0.846; C -0.918; C -1.420; C 0.529; C 0.867

***

## two
The following is a DFT calculation (ωB97M-V with the def2-TZVPD basis set) of a molecular structure, C18H22F6IrN3O10S2.

Positions of all 62 atoms, in Å:
1 Ir -0.83415 0.00079 -0.58535
2 C 6.71187 0.99864 1.74642
3 O 5.68475 0.99658 0.76402
4 C 4.42670 0.68266 1.15093
5 C 4.08330 0.42212 2.49783
6 C 2.78150 0.11646 2.77272
7 C 1.78287 0.03240 1.77617
8 C 0.47412 -0.41119 2.13291
9 C -0.07489 -0.37435 3.52611
10 O -0.31477 -0.85734 1.25614
11 C 2.13705 0.33510 0.41120
12 O 1.30196 0.38252 -0.57426
13 C 3.48427 0.64971 0.15130
14 H 7.63544 1.20467 1.21469
15 H 6.78864 0.02933 2.24110
16 H 6.54221 1.77750 2.49201
17 H 4.81121 0.45787 3.29186
18 H 2.51766 -0.09226 3.79972
19 H 0.64168 -0.69469 4.27858
20 H -0.97724 -0.97943 3.57433
21 H -0.34111 0.66389 3.74318
22 H 3.77127 0.88772 -0.86452
23 C -0.17325 2.20917 -4.49282
24 C -0.58251 1.79049 -3.12035
25 N -0.65408 0.56757 -2.75700
26 O -0.30164 -0.35457 -3.71681
27 C -0.92387 2.81035 -2.09608
28 C -1.14284 4.25821 -2.39748
29 N -1.01208 2.36294 -0.89923
30 O -1.27655 2.93519 0.16264
31 H 0.59675 1.54177 -4.87146
32 H 0.19371 3.23281 -4.49085
33 H -1.02483 2.14614 -5.17470
34 H -0.35439 -1.19457 -3.22095
35 H -1.56110 4.38855 -3.39411
36 H -0.20793 4.82126 -2.34067
37 H -1.83221 4.68095 -1.66879
38 F -3.48534 -3.40852 -1.01902
39 C -3.63283 -2.68481 0.08818
40 F -4.50742 -3.28357 0.87911
41 F -2.46008 -2.61542 0.70836
42 S -4.26429 -0.99007 -0.39361
43 O -3.06125 -0.13345 -0.48421
44 O -4.95586 -1.21403 -1.62180
45 N -5.24892 -0.51547 0.72244
46 S -4.70956 -0.13348 2.18284
47 O -3.59724 -0.95329 2.58836
48 O -5.82852 0.05025 3.04758
49 C -3.97971 1.58198 2.00708
50 F -4.37064 2.17482 0.88303
51 F -2.64298 1.51692 1.99866
52 F -4.35676 2.32998 3.03777
53 C 0.02954 -4.37388 -0.78235
54 C 0.42338 -3.02417 -1.29944
55 C 1.87036 -2.65954 -1.33673
56 O -0.44711 -2.23588 -1.65279
57 H 0.84563 -5.09139 -0.84709
58 H -0.85691 -4.73219 -1.30139
59 H -0.23869 -4.24745 0.27077
60 H 2.39020 -3.36375 -1.99226
61 H 2.29839 -2.78535 -0.33716
62 H 2.00907 -1.63319 -1.66482

The value obtained for the LUMO energy (spin up / spin down) is -0.22 / -2.03 eV. Its HOMO-LUMO gap (spin up / spin down) is 7.689 / 6.333 eV. As for the multiplicity: 5. As for the net charge: 0. The highest occupied orbital energy (spin up / spin down) is -7.91 / -8.36 eV. Its expectation value of S² is 6.029.

Here are the Mulliken charges for atoms 1 to 8, given in e: Ir 2.947; C -0.915; O -0.436; C 0.819; C -0.938; C -1.420; C 0.324; C 0.331

***

Short version: two is the least stable of them.